# 1
The following is a DFT calculation (ωB97M-V with the def2-TZVPD basis set) of a cluster of 8 separate species, C58H100BN8O4 in total in a non-equilibrium geometry.

```
171
Properties=species:S:1:pos:R:3:forces:R:3
C 3.20069 1.15576 4.63151 0.04 -0.42 -0.24
C 2.87604 0.41705 3.51407 -0.04 0.69 0.57
C 1.46114 0.40117 3.00408 0.08 -1.72 0.93
C 1.21844 -0.51270 1.80696 0.35 -1.68 0.60
C 1.74104 -0.06182 0.42062 -0.18 0.87 0.60
C 1.73048 1.43994 0.08033 -0.10 -0.09 -0.72
C 0.79380 1.84754 -1.07759 0.51 0.09 0.26
C 0.89048 0.96948 -2.33634 -0.42 0.85 -0.30
C 1.48314 1.70544 -3.54482 -0.02 -1.32 0.05
C 1.58578 0.73447 -4.73874 0.01 0.89 0.04
C 2.55234 1.26766 -5.81740 -0.78 -0.59 -0.59
C 3.70096 0.31506 -6.16799 0.43 0.58 0.37
C 4.40971 -0.33546 -4.96568 0.23 -0.45 -0.26
C 4.71216 -1.81717 -5.23082 0.43 0.56 -0.34
C 5.83055 -2.38345 -4.36941 -0.44 -0.91 0.10
C 5.44008 -2.63566 -2.90868 0.45 0.11 -0.42
C 1.89382 -1.90929 1.99879 0.20 0.14 -0.16
O 1.13637 -2.71723 1.14880 0.09 -0.32 -0.16
B -0.27922 -2.39159 1.49566 0.25 -0.41 0.36
C -0.70241 -3.37160 2.75213 -0.31 0.46 -0.24
C -0.89815 -4.84994 2.43482 -0.08 -0.20 0.41
O 0.29789 -5.52159 2.02974 -0.08 0.17 -0.01
C 0.40514 -5.71018 0.64098 0.40 -0.01 -0.39
C 1.87456 -5.76559 0.25162 0.17 -0.17 0.33
C -1.37832 -2.49086 0.28262 -0.01 0.15 -0.21
C -0.74990 -2.30497 -1.11453 0.18 0.22 0.37
C -1.67919 -2.69857 -2.21391 -0.18 0.42 -0.24
O -2.24379 -1.87442 -2.89615 -0.11 -0.14 0.05
N -1.99476 -4.09572 -2.44312 0.51 0.19 0.03
C -0.93699 -4.94592 -2.81297 -0.09 -0.44 0.17
C -1.20458 -6.31779 -2.88885 0.00 0.05 0.05
C -0.21365 -7.21845 -3.22497 0.23 -0.16 0.01
C 1.07714 -6.78555 -3.50581 0.10 0.29 -0.07
C 1.34210 -5.42489 -3.47436 -0.21 -0.14 0.04
C 0.35006 -4.51695 -3.13194 0.07 0.27 -0.18
O -0.13774 -0.93078 1.86699 -0.40 1.10 -0.34
H 3.83779 2.03588 4.58697 1.58 -1.11 0.37
H 2.77547 0.91235 5.60300 -1.52 1.15 -0.34
H 3.63899 -0.18195 3.01544 0.33 1.39 -1.23
H 0.82763 -0.00216 3.80970 -0.20 0.13 -0.09
H 1.14483 1.43181 2.86556 0.03 0.03 -0.15
H 1.20529 -0.64786 -0.31629 -0.04 -0.02 0.00
H 2.77907 -0.39142 0.37442 0.02 -0.04 -0.07
H 1.50011 2.07403 0.93691 0.01 -0.08 0.11
H 2.74191 1.71924 -0.23213 0.04 0.04 0.09
H 1.08567 2.86361 -1.36552 -0.17 0.09 0.04
H -0.22402 1.92212 -0.70006 -0.08 -0.20 -0.14
H 1.49298 0.07501 -2.18495 -0.14 -0.12 0.17
H -0.12441 0.68542 -2.62690 0.08 -0.45 0.04
H 0.81703 2.51353 -3.85038 0.32 0.39 0.19
H 2.49023 2.04636 -3.29085 -0.08 0.39 -0.04
H 1.89025 -0.25090 -4.38793 -0.04 -0.06 -0.03
H 0.57498 0.64557 -5.14105 0.03 -0.27 -0.10
H 2.89866 2.26838 -5.56320 0.27 -0.11 0.23
H 1.97124 1.40105 -6.73739 0.07 0.13 -0.05
H 4.46182 0.90189 -6.68445 -0.06 -0.05 -0.19
H 3.38775 -0.43902 -6.89315 -0.28 -0.16 0.23
H 3.86095 -0.20340 -4.03344 -0.03 0.00 0.02
H 5.38918 0.13144 -4.82636 -0.10 0.25 0.09
H 5.05443 -1.85895 -6.27197 -0.03 -0.10 -0.04
H 3.81209 -2.43741 -5.19561 -0.04 0.02 0.19
H 6.10798 -3.35362 -4.79544 0.07 0.00 -0.01
H 6.73774 -1.78397 -4.43473 -0.11 0.22 -0.04
H 6.18788 -3.28518 -2.45503 0.00 0.07 0.18
H 5.40917 -1.69818 -2.35220 -0.24 -0.06 0.16
H 4.48144 -3.15168 -2.86094 -0.11 0.14 0.13
H 1.87082 -2.20280 3.06239 -0.37 -0.12 -0.02
H 2.94846 -1.97600 1.70896 0.00 0.20 -0.13
H -1.65198 -3.00156 3.17735 -0.06 -0.11 0.02
H 0.01781 -3.32611 3.57802 0.07 0.12 -0.03
H -1.67930 -5.03598 1.68852 -0.04 0.16 -0.05
H -1.22749 -5.34560 3.34824 0.09 -0.18 -0.14
H -0.06746 -6.65625 0.33420 -0.20 0.03 0.13
H -0.08023 -4.90117 0.08705 -0.09 0.03 0.07
H 2.03864 -6.39173 -0.62629 -0.07 0.13 -0.14
H 2.28691 -4.77002 0.09946 -0.07 0.05 -0.04
H 2.42476 -6.22038 1.07930 0.01 -0.04 0.00
H -2.01374 -3.37825 0.32788 0.20 -0.15 -0.05
H -2.06334 -1.64577 0.43373 -0.10 -0.04 0.06
H -0.54850 -1.24325 -1.25250 0.01 0.01 -0.10
H 0.21999 -2.80521 -1.13447 -0.13 -0.30 -0.09
H -2.54236 -4.47134 -1.67710 -0.05 -0.04 0.02
H -2.20931 -6.65983 -2.67327 -0.01 -0.04 0.03
H -0.42864 -8.27898 -3.25969 -0.12 -0.01 0.03
H 1.87735 -7.47163 -3.74663 -0.09 -0.15 -0.01
H 2.33520 -5.05670 -3.69621 0.03 0.01 0.00
H 0.61034 -3.46820 -3.11022 -0.09 0.05 -0.01
C -3.97349 -2.85493 7.49729 0.05 0.02 -0.02
C -3.82802 -2.30447 6.08335 -0.02 0.03 0.23
C -4.35619 -3.26288 5.01272 0.00 0.29 -0.05
C -3.58027 -4.49851 4.94782 0.02 0.05 -0.18
N -2.93208 -5.44126 4.86336 -0.21 -0.17 0.33
H -3.38530 -3.76416 7.62997 -0.02 -0.02 -0.02
H -3.62524 -2.12470 8.22834 0.00 -0.01 0.01
H -5.01689 -3.08650 7.72391 0.00 -0.02 0.00
H -2.78055 -2.07415 5.88379 -0.01 -0.02 -0.09
H -4.37973 -1.36553 6.00462 0.00 0.00 -0.08
H -4.31167 -2.78018 4.03455 0.06 -0.11 -0.05
H -5.40472 -3.50369 5.20098 0.02 -0.08 0.04
C -3.63838 2.90155 0.49923 0.04 -0.01 0.01
C -2.45186 2.00234 0.82826 -0.23 0.16 -0.14
C -2.65338 1.17905 2.10070 0.28 -0.15 -0.18
C -2.74773 2.01513 3.29422 -0.09 -0.09 0.04
N -2.82098 2.67311 4.23348 -0.04 0.08 0.04
H -3.79813 3.65083 1.27630 0.00 -0.01 0.01
H -3.46785 3.43199 -0.43806 -0.02 0.03 0.01
H -4.55398 2.31338 0.39321 0.00 -0.01 0.00
H -1.54899 2.60872 0.91946 0.02 -0.04 0.06
H -2.28681 1.30775 0.00225 0.05 -0.08 0.08
H -1.81333 0.48454 2.21831 0.05 -0.06 0.06
H -3.55701 0.57102 2.01237 -0.05 0.05 0.10
C -4.37724 6.03116 4.98388 0.08 0.04 -0.05
C -4.40606 7.46580 4.47126 -0.03 -0.16 0.21
C -4.76156 7.55994 2.98468 -0.04 0.21 0.18
C -3.74819 6.94690 2.12723 -0.09 -0.04 -0.06
N -2.95077 6.46891 1.45434 0.05 0.01 -0.01
H -3.60567 5.43865 4.49118 -0.03 -0.04 0.00
H -4.16572 6.02050 6.05405 0.05 -0.03 -0.01
H -5.33906 5.54207 4.82117 0.01 -0.02 -0.03
H -3.44013 7.94103 4.65351 0.00 0.03 -0.08
H -5.14920 8.03398 5.03548 -0.03 0.05 -0.09
H -4.86541 8.60737 2.69571 0.03 -0.02 -0.08
H -5.72607 7.08332 2.79976 0.04 -0.08 -0.04
C 3.11002 5.74790 -7.78755 0.03 0.03 0.05
C 4.60692 6.01993 -7.88440 -0.25 0.05 -0.04
C 5.42663 4.74673 -8.11664 0.09 0.29 -0.05
C 5.33866 3.82458 -6.98672 0.01 -0.12 -0.11
N 5.25838 3.09257 -6.10661 0.16 0.18 0.09
H 2.87625 5.11200 -6.93248 0.01 -0.04 -0.02
H 2.56012 6.68100 -7.66641 -0.02 -0.01 0.00
H 2.74187 5.25533 -8.68943 0.00 -0.01 0.01
H 4.94895 6.51897 -6.97617 0.07 -0.04 0.00
H 4.79627 6.70480 -8.71332 0.08 -0.03 -0.01
H 6.47568 5.00336 -8.27344 0.03 -0.07 0.05
H 5.08681 4.23931 -9.02141 -0.05 -0.08 0.06
C 9.07769 -0.42828 -0.07202 0.06 -0.01 -0.02
C 9.69506 0.20603 -1.31319 -0.06 -0.03 0.24
C 8.90985 -0.10468 -2.59105 0.18 0.24 -0.01
C 8.92679 -1.52827 -2.91924 -0.14 0.00 0.04
N 8.91262 -2.64940 -3.16291 0.19 -0.06 0.02
H 9.08352 -1.51706 -0.13829 -0.04 0.00 -0.03
H 9.63892 -0.14709 0.81911 -0.02 -0.01 0.01
H 8.04574 -0.10085 0.06404 -0.01 -0.02 0.00
H 10.72806 -0.12976 -1.42301 0.00 0.00 -0.07
H 9.72529 1.28981 -1.18621 -0.01 0.01 -0.08
H 9.33282 0.44824 -3.43160 -0.02 -0.06 -0.05
H 7.87371 0.22464 -2.48695 -0.04 -0.11 -0.01
C -7.29297 6.82415 9.15121 -0.06 -0.03 0.01
C -7.36786 5.31614 8.94151 0.00 0.23 0.10
C -6.80991 4.87605 7.58451 -0.03 -0.22 0.28
C -7.59857 5.38863 6.46604 0.07 0.00 -0.04
N -8.22604 5.79515 5.59491 -0.02 0.05 0.01
H -7.90326 7.35688 8.42029 0.03 -0.01 -0.03
H -7.65670 7.09024 10.14377 0.01 0.02 0.00
H -6.26503 7.18100 9.06337 0.00 0.01 -0.01
H -8.40215 4.98277 9.04295 0.01 -0.05 -0.04
H -6.79446 4.81616 9.72386 0.02 -0.07 -0.05
H -6.79571 3.78643 7.53045 -0.02 0.00 -0.13
H -5.77662 5.20723 7.47651 -0.02 0.05 -0.09
C -5.71102 -0.98684 -1.25529 0.02 -0.03 0.00
C -6.03770 -2.19248 -2.12855 0.01 0.22 -0.01
C -6.41173 -3.43667 -1.31182 -0.04 0.19 -0.34
C -5.28392 -3.90072 -0.51099 -0.12 -0.14 0.06
N -4.39189 -4.27254 0.10754 0.06 -0.08 0.02
H -4.83547 -1.17647 -0.63149 0.01 -0.02 -0.01
H -5.49186 -0.11769 -1.87474 0.03 0.00 0.01
H -6.55081 -0.73396 -0.60291 0.00 0.00 0.01
H -5.18470 -2.41520 -2.77247 0.01 -0.07 0.03
H -6.87744 -1.94897 -2.78329 -0.03 -0.07 0.01
H -6.72049 -4.24110 -1.98145 0.07 -0.07 0.06
H -7.25989 -3.22677 -0.65710 0.07 0.02 0.09
```
Forces are in eV/Å.

Calculated values
lowest unoccupied orbital energy: 1.85 eV
HOMO energy: -0.1708 hartree
charge: -1

=====

# 2
The following is a DFT calculation (ωB97M-V with the def2-TZVPD basis set) of a cluster of 7 separate species, C12H34N4O7 in total in a non-equilibrium geometry.

```
57
Properties=species:S:1:pos:R:3:forces:R:3
C 17.90059 10.80272 10.62028 0.33 -1.14 0.79
C 18.76697 9.59323 10.33085 1.10 -0.04 -0.96
O 19.25057 8.86232 11.21058 -1.02 0.68 -0.63
N 19.09907 9.43451 9.00292 -0.90 0.53 2.00
C 19.71425 8.22711 8.62718 0.27 -0.49 -1.02
H 18.41267 11.22570 11.47766 0.00 0.77 -0.06
H 16.97044 10.42159 11.05784 -0.16 0.26 -0.45
H 17.77848 11.45599 9.75447 -0.09 -0.07 0.36
H 18.62161 9.96066 8.27700 0.09 0.33 0.35
H 19.65825 7.54522 9.42956 -0.37 -0.94 0.99
H 20.79749 8.33295 8.50362 -0.16 -0.02 -0.88
H 19.09881 7.84042 7.79416 1.09 -0.20 -0.08
C 16.86673 9.88530 5.61838 -0.28 0.75 1.35
C 16.93664 11.02634 6.66205 1.21 -0.36 0.20
O 17.92444 11.25422 7.37121 -0.40 -0.12 -0.64
N 15.85608 11.79276 6.75045 -1.85 -0.86 -1.42
C 15.64688 12.92339 7.62338 0.35 -0.33 0.57
H 16.55526 8.98087 6.15683 -0.41 0.27 -0.19
H 17.85345 9.64310 5.24581 0.12 0.42 -0.38
H 16.14367 10.23760 4.87442 0.32 -0.74 -0.22
H 15.04781 11.46941 6.17820 1.04 0.63 0.91
H 14.56223 12.99199 7.72096 0.23 0.81 -0.14
H 16.22140 13.77868 7.25890 -0.68 0.26 -0.15
H 16.01954 12.77894 8.64261 0.04 -0.46 -0.19
C 9.96356 7.57342 6.54578 1.19 -0.53 -0.28
C 11.02262 8.50257 5.95732 -0.85 0.28 1.04
O 12.00482 8.08923 5.40004 1.28 -1.16 -1.14
N 10.92009 9.83403 6.15519 -0.90 -0.22 0.19
C 12.06473 10.64962 5.77971 0.37 0.45 0.67
H 9.04575 8.05276 6.82361 -0.35 0.23 0.39
H 10.44638 6.99580 7.35962 -0.37 0.70 -0.05
H 9.76129 6.78883 5.82567 -0.17 0.09 -0.39
H 10.12288 10.13030 6.71018 0.62 0.47 -0.28
H 11.90162 11.70050 6.10340 0.07 -0.74 -0.34
H 12.28925 10.58060 4.70690 -0.40 0.15 0.23
H 12.96401 10.24037 6.28734 -0.43 0.33 -0.10
C 14.96666 9.66065 13.26901 -2.61 0.99 -1.72
C 15.02609 8.71702 12.09649 -1.31 -0.72 0.19
O 14.26606 8.80754 11.11361 0.62 0.40 0.50
N 15.81236 7.64822 12.24327 0.16 0.59 -0.39
C 16.06672 6.75099 11.13772 -0.35 0.15 0.01
H 13.92140 9.63285 13.70359 1.32 -0.23 -0.23
H 15.05170 10.66946 12.86105 0.03 0.08 -0.06
H 15.73690 9.54179 13.94696 1.33 -0.51 1.63
H 16.44084 7.65109 13.01392 0.44 -0.06 0.34
H 17.10505 6.48187 11.19637 0.36 -0.57 -0.01
H 15.94018 7.29143 10.19306 -0.17 -0.31 0.23
H 15.37236 5.90444 11.21606 0.41 0.04 -0.39
O 14.10449 6.51910 6.31590 -1.07 0.94 -1.11
H 14.96512 6.63241 5.92123 0.60 -0.15 -0.06
H 13.51013 6.97678 5.64156 0.53 -0.72 1.41
O 14.39430 11.44541 10.35638 -0.70 0.00 0.68
H 13.94330 10.66271 10.74309 0.31 0.42 -0.28
H 14.94334 11.03938 9.69401 0.34 -0.18 -0.59
O 15.07658 9.07731 8.36899 0.10 -0.13 -0.80
H 14.61129 8.31819 7.97330 0.12 0.23 0.25
H 15.04174 8.95298 9.32108 -0.40 -0.29 0.37
```
Forces are in eV/Å.

Calculated values
lowest unoccupied orbital energy: 0.49 eV
HOMO energy: -0.3249 hartree
SMILES: CNC(C)=O.CNC(C)=O.CNC(C)=O.CNC(C)=O.O.O.O

=====

# 3
The following is a DFT calculation (ωB97M-V with the def2-TZVPD basis set) of an isolated molecule of C3H6O3 in a non-equilibrium geometry.

```
12
Properties=species:S:1:pos:R:3:forces:R:3
O -2.21200 0.54563 0.06143 0.45 -0.48 0.30
C -0.88857 0.95303 -0.17105 0.16 0.18 -0.11
C 0.15297 0.09064 0.45069 -0.10 -0.77 0.40
O -0.23911 -0.82500 1.31395 0.76 0.50 -0.97
C 1.58806 0.02450 0.06468 -0.22 0.06 -0.03
O 1.33410 -1.28860 -0.36967 -0.04 0.37 0.31
H -2.15861 -0.29057 0.56645 -0.16 0.47 -0.27
H -0.72511 1.98118 0.21116 -0.04 -0.29 -0.06
H -0.65170 0.99074 -1.25166 -0.09 -0.05 0.31
H 2.30696 0.13722 0.90074 -0.25 -0.10 -0.22
H 1.85033 0.73105 -0.74364 -0.12 -0.20 0.24
H 0.52841 -1.51319 0.94840 -0.34 0.33 0.09
```
Forces are in eV/Å.

Calculated values
relative energy (zero: lowest compared OMol25 entry of this formula, charge and spin): 356.9 kJ/mol
lowest unoccupied orbital energy: -0.05 eV
HOMO energy: -0.3489 hartree